The following is a quantum chemistry calculation of a 6-piece molecular cluster, C46H52ClFIN3O22PS overall, from OMol25.

Calculated values
DFT total energy = -5200.6075 a.u.
Charge = +1
HOMO-LUMO gap = 7.2263 eV

Last columns: bonded neighbours and bond lengths (Å).
Atoms and positions in Å:
1 C -4.55970 4.65237 -1.79756  C2 1.538, H27 1.098, H28 1.096, H29 1.092
2 C -3.32417 5.51975 -2.08971  C1 1.538, O3 1.428, H30 1.093, H31 1.098
3 O -2.49534 5.01094 -3.13538  C2 1.428, C4 1.405
4 C -1.84580 3.78923 -2.89283  O3 1.405, C5 1.523, H32 1.100, H33 1.098
5 C -0.36393 3.98283 -2.59979  C4 1.523, O6 1.453, H34 1.094, H35 1.096
6 O -0.11229 4.27664 -1.19901  C5 1.453, C7 1.360
7 C 0.67714 3.41683 -0.50030  O6 1.360, I8 2.212, C9 1.531, N26 1.511
8 I 2.73956 3.42750 -1.29953  C7 2.212
9 C 0.24359 1.95325 -0.38861  C7 1.531, N10 1.467, H36 1.094, H37 1.105
10 N -0.76514 1.70430 0.64746  C9 1.467, C11 1.481, C15 1.479
11 C -1.23403 0.30542 0.51453  N10 1.481, C12 1.531, H38 1.098, H39 1.095
12 C -2.73276 0.18169 0.80114  C11 1.531, C13 1.534, H40 1.094, H41 1.095
13 C -3.55901 0.98785 -0.20850  C12 1.534, Cl14 1.782, H42 1.092, H43 1.091
14 Cl -4.82804 0.01384 -0.99414  C13 1.782
15 C -0.14714 2.06466 1.94201  N10 1.479, C16 1.538, C19 1.552, H44 1.111
16 C -0.79333 1.42556 3.18286  C15 1.538, C17 1.530, F18 1.408, H45 1.090
17 C 0.11845 1.25527 4.39928  C16 1.530, H46 1.091, H47 1.091, H48 1.095
18 F -1.93910 2.16683 3.52944  C16 1.408
19 C -0.12264 3.61577 1.98873  C15 1.552, C20 1.544, P24 1.890, N26 1.527
20 C 0.53106 4.25643 3.23193  C19 1.544, C21 1.533, H49 1.100, H50 1.102
21 C -0.12756 4.43694 4.60411  C20 1.533, C22 1.503, N23 1.267
22 C -1.48558 5.05937 4.77213  C21 1.503, H51 1.096, H52 1.094, H53 1.095
23 N 0.63549 4.10572 5.56010  C21 1.267, H54 1.022
24 P -1.74784 4.45733 1.51748  C19 1.890, S25 1.950, H55 1.394, H56 1.393
25 S -1.42781 6.37697 1.39275  P24 1.950
26 N 0.81396 4.05179 0.86425  C7 1.511, C19 1.527, H57 1.041, H58 1.026
27 H -4.66742 4.45874 -0.72216  C1 1.098
28 H -4.48411 3.67478 -2.28655  C1 1.096
29 H -5.48020 5.13319 -2.13469  C1 1.092
30 H -3.62404 6.50727 -2.44824  C2 1.093
31 H -2.71674 5.68054 -1.18894  C2 1.098
32 H -2.30279 3.22689 -2.06563  C4 1.100
33 H -1.93340 3.17001 -3.79589  C4 1.098
34 H 0.00566 4.85204 -3.15161  C5 1.094
35 H 0.21467 3.09810 -2.88730  C5 1.096
36 H -0.14752 1.65302 -1.36567  C9 1.094
37 H 1.13904 1.33423 -0.19971  C9 1.105
38 H -0.65177 -0.36895 1.15581  C11 1.098
39 H -1.04329 -0.01783 -0.51384  C11 1.095
40 H -2.95425 0.54984 1.80771  C12 1.094
41 H -3.03227 -0.87128 0.76350  C12 1.095
42 H -4.08624 1.82175 0.26020  C13 1.092
43 H -2.92787 1.38126 -1.00720  C13 1.091
44 H 0.90178 1.69916 1.94767  C15 1.111
45 H -1.16204 0.43923 2.90280  C16 1.090
46 H -0.38673 1.63867 5.28673  C17 1.091
47 H 1.08701 1.74875 4.30475  C17 1.091
48 H 0.30386 0.18840 4.56015  C17 1.095
49 H 1.45393 3.69547 3.43838  C20 1.100
50 H 0.84694 5.26698 2.92567  C20 1.102
51 H -1.65327 5.24974 5.83856  C22 1.096
52 H -2.28849 4.40479 4.42170  C22 1.094
53 H -1.55345 6.01697 4.24450  C22 1.095
54 H 0.20919 4.32922 6.46115  N23 1.022
55 H -2.11959 3.89182 0.29909  P24 1.394
56 H -2.69924 3.99053 2.42173  P24 1.393
57 H 0.69373 5.07964 0.74894  N26 1.041
58 H 1.77409 3.87727 1.18101  N26 1.026
59 C -5.71576 6.00643 9.67291  C60 1.341, C65 1.445, H69 1.081
60 C -4.38127 5.99992 9.54288  C59 1.341, C61 1.517, O68 1.324
61 C -3.68356 6.48898 8.28835  C60 1.517, O62 1.221, C63 1.442
62 O -2.46346 6.43432 8.29170  C61 1.221
63 C -4.47932 6.97273 7.18693  C61 1.442, C64 1.343, H70 1.081
64 C -5.81574 6.98021 7.31510  C63 1.343, C65 1.519, O67 1.320
65 C -6.51563 6.50068 8.57561  C59 1.445, C64 1.519, O66 1.217
66 O -7.73026 6.56780 8.56707  C65 1.217
67 O -6.64806 7.39677 6.37869  C64 1.320, H71 0.980
68 O -3.54851 5.57264 10.47930  C60 1.324, H72 0.978
69 H -6.21890 5.66012 10.56443  C59 1.081
70 H -3.97621 7.32006 6.29539  C63 1.081
71 H -7.54844 7.29753 6.75386  O67 0.980
72 H -2.64676 5.69945 10.12320  O68 0.978
73 C 4.97980 -0.44120 1.43933  C74 1.345, C79 1.437, H83 1.081
74 C 6.30942 -0.59367 1.57646  C73 1.345, C75 1.520, O82 1.316
75 C 7.28234 -0.30377 0.44482  C74 1.520, O76 1.214, C77 1.448
76 O 8.45876 -0.46246 0.69932  C75 1.214
77 C 6.75691 0.13196 -0.83244  C75 1.448, C78 1.339, H84 1.081
78 C 5.43223 0.27190 -0.96549  C77 1.339, C79 1.518, O81 1.330
79 C 4.46500 0.00429 0.17386  C73 1.437, C78 1.518, O80 1.226
80 O 3.27696 0.19071 -0.06453  C79 1.226
81 O 4.84129 0.66491 -2.09044  C78 1.330, H85 0.977
82 O 6.89343 -0.99713 2.68503  C74 1.316, H86 0.980
83 H 4.28580 -0.64660 2.24175  C73 1.081
84 H 7.45134 0.32328 -1.63823  C77 1.081
85 H 3.88319 0.66543 -1.89728  O81 0.977
86 H 7.85646 -1.01468 2.50344  O82 0.980
87 C -3.27432 -5.89087 -3.20463  C88 1.340, C93 1.449, H97 1.081
88 C -3.29116 -5.18587 -2.06560  C87 1.340, C89 1.516, O96 1.328
89 C -3.79818 -3.75949 -1.98787  C88 1.516, O90 1.221, C91 1.442
90 O -3.73944 -3.22641 -0.89104  C89 1.221
91 C -4.29667 -3.12929 -3.18481  C89 1.442, C92 1.343, H98 1.081
92 C -4.28639 -3.83094 -4.32935  C91 1.343, C93 1.519, O95 1.321
93 C -3.77422 -5.25915 -4.40849  C87 1.449, C92 1.519, O94 1.216
94 O -3.82080 -5.78227 -5.50494  C93 1.216
95 O -4.70839 -3.35954 -5.48911  C92 1.321, H99 0.980
96 O -2.85023 -5.64855 -0.90143  C88 1.328, H100 0.979
97 H -2.89638 -6.90168 -3.27242  C87 1.081
98 H -4.65505 -2.11142 -3.12632  C91 1.081
99 H -4.59056 -4.08527 -6.13692  O95 0.980
100 H -2.99037 -4.92445 -0.25797  O96 0.979
101 C 2.96933 -7.06385 -2.89609  C102 1.341, C107 1.444, H111 1.081
102 C 1.89624 -7.51989 -3.55900  C101 1.341, C103 1.515, O110 1.326
103 C 0.48492 -7.08520 -3.22195  C102 1.515, O104 1.219, C105 1.448
104 O -0.40558 -7.55403 -3.90975  C103 1.219
105 C 0.28319 -6.16014 -2.12643  C103 1.448, C106 1.339, H112 1.081
106 C 1.35515 -5.70923 -1.46184  C105 1.339, C107 1.514, O109 1.328
107 C 2.76618 -6.12567 -1.81793  C101 1.444, C106 1.514, O108 1.219
108 O 3.65447 -5.62510 -1.14945  C107 1.219
109 O 1.29776 -4.86128 -0.44079  C106 1.328, H113 0.981
110 O 1.95826 -8.37822 -4.56737  C102 1.326, H114 0.978
111 H 3.97751 -7.36971 -3.13903  C101 1.081
112 H -0.72676 -5.87265 -1.86954  C105 1.081
113 H 2.22914 -4.72568 -0.16528  O109 0.981
114 H 1.03705 -8.52801 -4.86045  O110 0.978
115 C 5.14931 -8.53386 -6.40001  C116 1.339, C121 1.448, H125 1.081
116 C 6.03631 -8.13645 -5.47933  C115 1.339, C117 1.516, O124 1.328
117 C 7.40461 -7.59137 -5.83654  C116 1.516, O118 1.219, C119 1.444
118 O 8.10335 -7.24651 -4.89921  C117 1.219
119 C 7.78300 -7.51618 -7.22755  C117 1.444, C120 1.342, H126 1.081
120 C 6.90039 -7.91722 -8.15525  C119 1.342, C121 1.518, O123 1.323
121 C 5.52206 -8.44154 -7.79610  C115 1.448, C120 1.518, O122 1.217
122 O 4.80527 -8.75600 -8.72789  C121 1.217
123 O 7.13205 -7.89372 -9.45712  C120 1.323, H127 0.979
124 O 5.81190 -8.16908 -4.17068  C116 1.328, H128 0.981
125 H 4.17026 -8.91615 -6.14601  C115 1.081
126 H 8.76449 -7.13917 -7.47740  C119 1.081
127 H 6.32120 -8.23606 -9.88537  O123 0.979
128 H 6.62686 -7.81881 -3.75227  O124 0.981

These are the Mulliken partial charges, in e, on atoms 1 to 6: atom 1 (C): -1.00, atom 2 (C): 0.38, atom 3 (O): -0.49, atom 4 (C): -0.11, atom 5 (C): -0.72, atom 6 (O): -0.28